# 1
{
  "formula": "CH4N2S",
  "method": "ωB97M-V with the def2-TZVPD basis set",
  "orbital_gap_ev": 8.8,
  "smiles": "NNC=S",
  "charge": 0,
  "lumo_ev": 0.5,
  "species": ["N", "N", "C", "S", "H", "H", "H", "H"],
  "coordinates": [[-1.5746, -0.1544, 1.1946], [-1.0167, -0.7274, 0.2050], [0.0795, -0.5243, -0.4720], [1.3304, 0.7244, -0.5515], [-1.6218, 0.8598, 0.9914], [-0.9628, -0.0445, 2.1463], [-1.4745, -1.5995, -0.2508], [0.4342, -1.4877, -1.0284]]
}

***

# 2
{
  "formula": "CH4N2S",
  "method": "ωB97M-V with the def2-TZVPD basis set",
  "orbital_gap_ev": 8.9,
  "smiles": "N/N=C/S",
  "charge": 0,
  "lumo_ev": 1.0,
  "species": ["N", "N", "C", "S", "H", "H", "H", "H"],
  "coordinates": [[-1.5369, -0.2460, 0.0570], [-0.2143, -0.2825, 0.0944], [0.7094, 0.5857, -0.2107], [2.3484, -0.0068, 0.1428], [-2.1410, 0.5794, -0.0581], [-1.9172, -1.1675, 0.0093], [0.8674, 1.6959, -0.3972], [1.8842, -1.1581, 0.3625]]
}

***

# 3
{
  "formula": "CH4N2S",
  "method": "ωB97M-V with the def2-TZVPD basis set",
  "orbital_gap_ev": 10.1,
  "smiles": "[H]/N=C\\NS",
  "charge": 0,
  "lumo_ev": 0.5,
  "species": ["H", "N", "C", "N", "S", "H", "H", "H"],
  "coordinates": [[-0.6846, -1.6822, 0.0840], [-1.3513, -0.9559, -0.2019], [-0.9119, 0.1657, -0.0805], [0.4084, 0.5698, -0.0395], [1.5655, -0.4640, -0.2347], [-1.3712, 1.2976, 0.0418], [0.3857, 1.5324, -0.7186], [1.9593, -0.4634, 1.1493]]
}

***

# 4
{
  "formula": "CH4N2S",
  "method": "ωB97M-V with the def2-TZVPD basis set",
  "orbital_gap_ev": 9.3,
  "charge": 0,
  "lumo_ev": 0.7,
  "species": ["C", "N", "N", "S", "H", "H", "H", "H"],
  "coordinates": [[0.3994, 0.3256, 0.1829], [-1.3011, 0.5881, -0.4916], [0.7278, -0.9163, 0.4682], [1.2046, 1.6406, 0.2689], [-1.4272, -0.2576, -0.9878], [-1.2838, 1.3259, -1.1012], [0.1069, -1.5981, 0.6297], [1.5734, -1.1082, 1.0309]]
}

***

# 5
{
  "formula": "CH4N2S",
  "method": "ωB97M-V with the def2-TZVPD basis set",
  "orbital_gap_ev": 9.6,
  "smiles": "[H]/N=C\\NS",
  "charge": 0,
  "lumo_ev": 0.1,
  "species": ["H", "N", "C", "N", "S", "H", "H", "H"],
  "coordinates": [[-0.3937, 0.4703, 1.4115], [0.3715, -0.2618, 1.5621], [0.7582, -0.2346, 0.3285], [0.2638, 0.3350, -0.7458], [-1.2813, 1.0546, -0.5433], [1.8109, -0.6920, 0.1837], [0.2916, -0.3485, -1.7743], [-1.8212, -0.3228, -0.4225]]
}

***

# 6
{
  "formula": "CH4N3",
  "method": "ωB97M-V with the def2-TZVPD basis set",
  "orbital_gap_ev": 10.0,
  "smiles": "N#[N+]CN",
  "charge": 1,
  "lumo_ev": -6.4,
  "species": ["N", "N", "C", "N", "H", "H", "H", "H"],
  "coordinates": [[2.6343, -0.3959, 0.0485], [1.7874, 0.2792, -0.0665], [0.3969, 0.5887, -0.0836], [-0.2714, -0.6421, 0.0945], [0.1948, 1.2414, -0.9898], [0.1405, 1.0581, 0.8315], [-0.3507, -1.2192, -0.7450], [0.1698, -1.1704, 0.8708]]
}

***

# 7
{
  "formula": "CH4N3",
  "method": "ωB97M-V with the def2-TZVPD basis set",
  "orbital_gap_ev": [7.6, 8.1],
  "spin_multiplicity": 3,
  "charge": 1,
  "lumo_ev": [-4.1, -8.4],
  "species": ["C", "N", "N", "N", "H", "H", "H", "H"],
  "coordinates": [[1.4097, 0.5436, 0.4897], [2.0192, 1.5191, 0.2248], [0.5438, -0.2919, 0.6739], [-0.6699, -0.5583, -0.1173], [3.0153, 1.7328, 0.2935], [-0.4719, -1.1761, -1.0514], [-0.9226, 0.2492, -0.6814], [-1.4167, -0.9347, 0.4156]]
}

***

# 8
{
  "formula": "CH4N3O",
  "method": "ωB97M-V with the def2-TZVPD basis set",
  "orbital_gap_ev": [6.6, 6.4],
  "spin_multiplicity": 3,
  "charge": -1,
  "lumo_ev": [4.4, 4.4],
  "species": ["C", "N", "N", "N", "O", "H", "H", "H", "H"],
  "coordinates": [[0.8120, -0.8909, 0.9897], [-0.8465, 1.5536, -1.8289], [0.9931, -0.1267, -0.1217], [-1.0553, 0.9666, -0.7265], [-2.1604, 0.7443, -0.2789], [1.4728, -0.8131, 1.8843], [0.8574, -2.0136, 0.9557], [-0.2055, -0.8579, 1.3443], [0.1323, 1.4378, -2.2180]]
}

***

# 9
{
  "formula": "CH4N3O2",
  "method": "ωB97M-V with the def2-TZVPD basis set",
  "orbital_gap_ev": [9.7, 8.6],
  "charge": 1,
  "lumo_ev": [-6.9, -8.3],
  "species": ["C", "N", "N", "N", "O", "O", "H", "H", "H", "H"],
  "coordinates": [[-0.3710, 0.1597, 0.0498], [1.9483, 0.3403, -0.6506], [-0.9861, -0.1185, -1.0163], [-0.7825, 0.0353, 1.3549], [-0.6718, -1.0828, 1.7939], [-1.2891, 1.0009, 1.8658], [2.1882, -0.7111, -0.5642], [2.4055, 0.7740, 0.1319], [-0.4629, -0.1202, -1.8064], [-1.9787, -0.2776, -1.1588]]
}

***

# 10
{
  "formula": "CH4N3O2S",
  "method": "ωB97M-V with the def2-TZVPD basis set",
  "orbital_gap_ev": 9.0,
  "charge": 1,
  "lumo_ev": -5.4,
  "species": ["C", "N", "N", "N", "O", "O", "S", "H", "H", "H", "H"],
  "coordinates": [[-1.7492, 0.2472, 0.0328], [-2.3896, 1.2050, 0.0266], [1.7654, -0.1418, -0.1273], [-1.3881, -0.9291, 0.0958], [3.1533, -0.1886, -0.1655], [1.2728, -1.2433, 0.0887], [1.0495, 1.2624, -0.3101], [-2.8947, 2.1406, 0.1548], [3.6279, 0.5865, 0.0424], [-2.0744, -1.7482, -0.0604], [-0.3728, -1.1907, 0.2222]]
}

***

# 11
{
  "formula": "CH4N3O2S",
  "method": "ωB97M-V with the def2-TZVPD basis set",
  "orbital_gap_ev": 10.8,
  "smiles": "N/C=[NH+]/N=S(=O)=O",
  "charge": 1,
  "lumo_ev": -4.9,
  "species": ["N", "C", "N", "N", "S", "O", "O", "H", "H", "H", "H"],
  "coordinates": [[-2.2918, -0.1142, 0.1043], [-1.0169, -0.3952, -0.0583], [-0.0681, 0.4352, -0.3331], [1.3253, -0.4497, -0.6095], [2.5808, 0.1480, 0.1628], [3.7296, -0.7043, 0.0718], [2.4785, 1.4492, 0.7693], [-2.7557, -1.0297, 0.1975], [-2.8883, 0.6274, -0.1274], [-0.7694, -1.4014, 0.2449], [-0.3239, 1.4347, -0.4222]]
}

***

# 12
{
  "formula": "CH4N3O2S",
  "method": "ωB97M-V with the def2-TZVPD basis set",
  "orbital_gap_ev": 8.8,
  "charge": 1,
  "lumo_ev": -4.9,
  "species": ["C", "N", "N", "N", "O", "O", "S", "H", "H", "H", "H"],
  "coordinates": [[0.5304, -1.0428, 1.5189], [1.6087, -0.7410, 1.8352], [-0.4267, 0.9466, -1.4042], [-0.6819, -1.0322, 1.2774], [-0.4754, 1.7967, -2.3959], [-1.1994, 1.1312, -0.4829], [0.4586, -0.3707, -1.5950], [2.5190, -0.6141, 1.8663], [0.2339, 1.8392, -3.1601], [-1.3879, -1.6538, 1.7526], [-1.1792, -0.2592, 0.7877]]
}

***

# 13
{
  "formula": "CH4N3O3",
  "method": "ωB97M-V with the def2-TZVPD basis set",
  "orbital_gap_ev": 7.0,
  "charge": 1,
  "lumo_ev": -6.6,
  "species": ["C", "N", "N", "N", "O", "O", "O", "H", "H", "H", "H"],
  "coordinates": [[0.1207, 0.3500, -0.6254], [1.1309, 0.1329, 0.2319], [-1.0762, -0.3029, -0.3685], [0.6015, 1.8980, -4.1333], [-0.4639, 1.8323, -4.2312], [1.7012, 1.8676, -3.9836], [0.2627, 1.0907, -1.5780], [1.2290, -0.0573, 1.2043], [1.9412, 0.5522, -0.2615], [-1.2726, -1.1184, 0.2404], [-1.9882, 0.3096, -0.5235]]
}

***

# 14
{
  "formula": "CH4N3O3",
  "method": "ωB97M-V with the def2-TZVPD basis set",
  "orbital_gap_ev": [7.8, 8.3],
  "spin_multiplicity": 3,
  "charge": 1,
  "lumo_ev": [-3.1, -8.2],
  "species": ["C", "N", "N", "N", "O", "O", "O", "H", "H", "H", "H"],
  "coordinates": [[0.1804, -0.4808, -1.1314], [0.8319, 0.4050, -0.9111], [-0.9738, -2.2324, 0.9016], [-1.6885, -2.6187, 1.6648], [-2.2073, -3.0403, 2.5711], [-0.4472, -1.4786, -1.5070], [1.2076, 2.9478, -0.3181], [0.6221, 3.7084, -0.0822], [1.1162, 1.4655, -0.6129], [-0.6644, -1.8753, -0.6470], [2.0230, 3.1994, 0.0723]]
}

***

# 15
{
  "formula": "CH4N3P",
  "method": "ωB97M-V with the def2-TZVPD basis set",
  "orbital_gap_ev": 9.9,
  "smiles": "C1N=NNP1",
  "charge": 0,
  "lumo_ev": 0.9,
  "species": ["C", "N", "N", "N", "P", "H", "H", "H", "H"],
  "coordinates": [[0.5401, -0.5121, 0.8377], [-0.9005, -0.7942, 0.6424], [-1.3671, -0.5097, -0.4380], [-0.6106, 0.2981, -1.2428], [1.0205, 0.7239, -0.6012], [0.4761, 0.0486, 1.8173], [1.2077, -1.4043, 0.8113], [-0.9080, 0.4402, -2.2256], [0.5418, 1.7094, 0.3988]]
}

***

# 16
{
  "formula": "CH4N4O",
  "method": "ωB97M-V with the def2-TZVPD basis set",
  "orbital_gap_ev": 10.5,
  "charge": 0,
  "lumo_ev": 0.8,
  "species": ["C", "N", "N", "N", "N", "O", "H", "H", "H", "H"],
  "coordinates": [[-0.9387, 0.2414, 0.5290], [2.0488, -0.2401, -0.5783], [1.5872, 0.6413, 0.2535], [0.9975, -0.9828, -0.5202], [0.4543, -0.1128, 0.5283], [-1.3528, 0.4952, -0.7788], [-1.2877, -0.6341, 0.9599], [-1.1771, 1.1734, 1.1906], [0.7979, -1.9678, -0.4916], [-1.1294, 1.3863, -1.0925]]
}

***

# 17
{
  "formula": "CH4N4S",
  "method": "ωB97M-V with the def2-TZVPD basis set",
  "orbital_gap_ev": 9.4,
  "smiles": "[H]/N=N/SC.N#N",
  "charge": 0,
  "lumo_ev": 0.6,
  "species": ["H", "N", "N", "S", "C", "H", "H", "H", "N", "N"],
  "coordinates": [[0.3166, 2.7694, 0.6886], [0.7023, 1.9829, 1.0979], [0.7531, 0.9700, 0.3644], [1.1383, -0.5767, 0.8927], [0.6143, -1.1340, -0.8035], [1.1120, -0.6426, -1.5552], [-0.5283, -0.9752, -0.7837], [0.8693, -2.3075, -0.8114], [-2.8543, -0.3821, 0.6855], [-2.1233, 0.2958, 0.2246]]
}

***

# 18
{
  "formula": "CH4N4S",
  "method": "ωB97M-V with the def2-TZVPD basis set",
  "orbital_gap_ev": 8.9,
  "smiles": "[H]/N=N/N=N\\SC",
  "charge": 0,
  "lumo_ev": 0.2,
  "species": ["H", "N", "N", "N", "N", "S", "C", "H", "H", "H"],
  "coordinates": [[4.2289, 1.3768, -0.3389], [3.5974, 0.8354, 0.2644], [3.1240, -0.1286, -0.3422], [2.3971, -1.0528, 0.0504], [1.1666, -1.0882, 0.1745], [0.3688, 0.3911, 0.0510], [-1.3083, -0.2959, 0.0997], [-1.4316, -0.9687, -0.7443], [-1.9997, 0.5367, 0.0280], [-1.4395, -0.8292, 1.0346]]
}

***

# 19
{
  "formula": "CH4N4S2",
  "method": "ωB97M-V with the def2-TZVPD basis set",
  "orbital_gap_ev": [7.2, 5.4],
  "charge": 0,
  "lumo_ev": [-1.0, -2.5],
  "species": ["C", "N", "N", "N", "N", "S", "S", "H", "H", "H", "H"],
  "coordinates": [[0.0879, -0.5924, 0.3188], [1.4509, 1.1978, -0.7226], [1.2998, 0.1139, 0.0580], [0.5543, 1.8029, -1.3573], [-1.0128, 0.0761, -0.3208], [0.3668, 3.1666, -2.0257], [0.4556, -2.2377, -0.4547], [-0.0711, -0.7094, 1.3937], [2.0823, -0.4047, 0.1045], [-1.1000, -0.1319, -1.2433], [-1.9017, -0.1205, 0.1041]]
}

***

# 20
{
  "formula": "CH4N5",
  "method": "ωB97M-V with the def2-TZVPD basis set",
  "orbital_gap_ev": 11.1,
  "charge": 1,
  "lumo_ev": -4.0,
  "species": ["C", "N", "N", "N", "N", "N", "H", "H", "H", "H"],
  "coordinates": [[1.8095, -0.0848, -0.0338], [-3.2461, -0.7779, 0.2066], [-1.3633, 0.4945, -0.1335], [-2.2358, -0.1495, 0.1692], [2.3183, -1.1023, 0.2415], [0.9673, 0.8030, 0.0981], [-3.8604, -1.0507, 0.9985], [2.5451, -2.0549, -0.0897], [1.1545, 1.8610, 0.0951], [-0.1106, 0.6478, -0.0632]]
}